[1]
Density functional theory data (wB97M-V/def2-TZVPD) for a cluster of 3 separate species, C50H52IO14S in total.

Electronic energy   -100295.1131 eV
HOMO-LUMO gap   5.206 eV
Charge   -1

Element x y z (Å)
C: -6.672 0.955 -1.592
C: -7.741 -0.174 -1.556
O: -8.171 -0.586 -2.586
O: -8.144 -0.684 -0.331
C: -7.068 -1.482 0.248
C: -7.414 -2.999 0.041
C: -6.252 -3.856 -0.561
C: -5.572 -3.188 -1.836
C: -4.095 -2.688 -1.526
C: -2.992 -3.610 -2.193
C: -3.329 -5.048 -1.658
C: -2.209 -6.117 -1.761
O: -1.354 -6.174 -0.942
I: -2.096 -7.645 -3.304
C: -1.639 -3.179 -1.520
O: -1.716 -3.151 -0.115
C: -0.384 -3.058 0.455
C: -0.342 -1.868 1.469
C: -1.766 -1.643 2.118
C: 0.821 -1.938 2.514
C: 2.162 -1.345 1.913
C: 1.085 -3.363 3.108
O: -1.284 -1.818 -1.920
S: -0.541 -1.991 -3.365
O: -0.512 -0.752 -4.128
O: 0.846 -2.405 -3.163
C: -1.406 -3.364 -4.214
C: -2.945 -3.463 -3.781
C: -3.532 -2.088 -4.329
C: -5.022 -2.118 -4.801
O: -5.098 -1.926 -6.237
C: -3.472 -4.695 -4.578
O: -2.725 -5.186 -5.449
O: -4.634 -5.191 -4.431
H: -6.638 1.440 -0.593
H: -6.938 1.646 -2.415
H: -5.659 0.532 -1.794
H: -6.073 -1.200 -0.157
H: -7.048 -1.293 1.345
H: -7.677 -3.456 1.026
H: -8.336 -3.054 -0.581
H: -6.716 -4.816 -0.904
H: -5.502 -4.158 0.208
H: -5.610 -3.959 -2.634
H: -6.238 -2.348 -2.127
H: -4.056 -2.760 -0.410
H: -3.951 -1.611 -1.748
H: -3.517 -4.924 -0.562
H: -4.262 -5.491 -2.064
H: -0.804 -3.897 -1.724
H: 0.387 -2.855 -0.326
H: -0.174 -4.056 0.897
H: -0.157 -0.949 0.857
H: -2.314 -0.957 1.427
H: -2.351 -2.576 2.240
H: -1.705 -1.091 3.086
H: 0.559 -1.271 3.365
H: 2.798 -2.119 1.435
H: 1.968 -0.494 1.219
H: 2.733 -0.924 2.779
H: 1.788 -3.941 2.460
H: 1.531 -3.353 4.124
H: 0.121 -3.924 3.071
H: -0.846 -4.294 -3.986
H: -1.299 -3.172 -5.299
H: -2.953 -1.871 -5.261
H: -3.279 -1.226 -3.665
H: -5.618 -2.986 -4.472
H: -5.520 -1.210 -4.362
H: -5.341 -0.999 -6.369
C: -1.045 2.979 -3.200
C: -0.598 1.781 -2.650
C: 0.607 1.737 -1.966
C: 1.377 2.887 -1.839
C: 0.941 4.086 -2.412
C: -0.277 4.129 -3.083
C: 1.775 5.310 -2.327
O: 1.398 6.356 -2.821
C: 3.087 5.234 -1.632
C: 3.911 6.355 -1.590
C: 5.131 6.295 -0.932
C: 5.529 5.117 -0.305
C: 4.714 3.997 -0.351
C: 3.498 4.050 -1.021
C: 2.654 2.830 -1.089
O: 3.010 1.802 -0.542
H: -1.991 3.013 -3.727
H: -1.189 0.883 -2.752
H: 0.947 0.803 -1.535
H: -0.625 5.058 -3.517
H: 3.603 7.274 -2.073
H: 5.772 7.168 -0.904
H: 6.479 5.073 0.215
H: 5.028 3.081 0.133
C: 7.294 2.713 1.551
C: 6.182 1.913 1.803
C: 5.588 1.926 3.056
C: 6.110 2.730 4.065
C: 7.239 3.513 3.817
C: 7.822 3.510 2.554
C: 7.838 4.339 4.896
O: 8.819 5.025 4.681
C: 7.221 4.306 6.247
C: 7.802 5.029 7.285
C: 7.227 5.016 8.546
C: 6.063 4.287 8.775
C: 5.484 3.561 7.747
C: 6.065 3.560 6.483
C: 5.454 2.749 5.397
O: 4.441 2.110 5.598
H: 7.752 2.708 0.568
H: 5.779 1.281 1.021
H: 4.721 1.307 3.247
H: 8.690 4.126 2.355
H: 8.705 5.600 7.110
H: 7.684 5.575 9.353
H: 5.611 4.283 9.760
H: 4.581 2.991 7.929

=====

[2]
Density functional theory data (wB97M-V/def2-TZVPD) for a cluster of 7 separate species, C50H53IN4O3 in total.

Electronic energy   -72908.9600 eV
SMILES   CC(=O)N(C)CCCC[C@](I)(C#N)[C@](C#N)(CC=O)OC#N.c1ccccc1.c1ccccc1.c1ccccc1.c1ccccc1.c1ccccc1.c1ccccc1
HOMO-LUMO gap   8.242 eV
Charge   0

Element x y z (Å)
C: 4.051 0.030 5.002
C: 3.708 0.403 3.583
O: 3.309 -0.446 2.831
N: 3.867 1.744 3.099
C: 5.264 1.913 2.655
C: 3.445 2.766 4.074
C: 2.721 3.908 3.362
C: 1.269 4.130 3.807
C: 0.395 2.886 3.942
C: -0.480 2.533 2.750
I: 0.781 2.002 1.053
C: -1.273 3.659 2.319
N: -1.873 4.570 1.917
C: -1.443 1.305 3.034
C: -2.609 1.440 2.151
N: -3.523 1.632 1.459
C: -1.992 1.276 4.457
C: -2.549 -0.105 4.810
O: -1.850 -0.882 5.398
O: -0.758 0.050 2.744
C: -1.380 -0.723 1.956
N: -1.845 -1.435 1.180
H: 3.985 0.877 5.670
H: 5.038 -0.399 5.049
H: 3.368 -0.737 5.332
H: 5.338 2.225 1.624
H: 5.828 2.601 3.276
H: 5.775 0.960 2.712
H: 2.828 2.289 4.824
H: 4.299 3.173 4.605
H: 3.247 4.825 3.597
H: 2.796 3.812 2.297
H: 1.308 4.582 4.786
H: 0.829 4.873 3.155
H: -0.275 3.078 4.769
H: 0.951 1.995 4.201
H: -2.830 1.960 4.476
H: -1.262 1.497 5.214
H: -3.585 -0.345 4.551
C: 0.143 -2.350 -1.048
C: 0.322 -2.938 -2.293
C: 1.588 -3.345 -2.692
C: 2.673 -3.172 -1.840
C: 2.492 -2.592 -0.592
C: 1.225 -2.178 -0.203
H: -0.836 -2.027 -0.724
H: -0.524 -3.078 -2.954
H: 1.730 -3.797 -3.665
H: 3.659 -3.494 -2.150
H: 3.333 -2.462 0.076
H: 1.075 -1.723 0.768
C: -2.983 6.969 -0.058
C: -2.086 8.001 0.181
C: -2.181 9.188 -0.533
C: -3.179 9.347 -1.484
C: -4.079 8.317 -1.723
C: -3.979 7.129 -1.013
H: -2.905 6.047 0.498
H: -1.311 7.878 0.927
H: -1.477 9.989 -0.349
H: -3.256 10.273 -2.039
H: -4.858 8.442 -2.463
H: -4.677 6.324 -1.203
C: -3.818 -7.306 -4.111
C: -2.800 -7.965 -3.435
C: -1.854 -7.239 -2.726
C: -1.930 -5.854 -2.685
C: -2.949 -5.195 -3.356
C: -3.891 -5.921 -4.074
H: -4.554 -7.872 -4.668
H: -2.744 -9.046 -3.463
H: -1.056 -7.753 -2.205
H: -1.196 -5.287 -2.128
H: -3.009 -4.114 -3.322
H: -4.682 -5.405 -4.604
C: -2.836 -3.504 -6.610
C: -1.995 -2.402 -6.540
C: -2.171 -1.337 -7.412
C: -3.193 -1.371 -8.350
C: -4.036 -2.472 -8.419
C: -3.855 -3.540 -7.551
H: -2.695 -4.333 -5.931
H: -1.201 -2.374 -5.804
H: -1.510 -0.481 -7.360
H: -3.333 -0.539 -9.028
H: -4.834 -2.497 -9.150
H: -4.510 -4.401 -7.608
C: 0.289 -0.780 9.549
C: 1.309 -0.487 10.443
C: 2.459 0.153 10.000
C: 2.584 0.506 8.664
C: 1.562 0.216 7.772
C: 0.415 -0.430 8.212
H: -0.606 -1.282 9.894
H: 1.209 -0.758 11.485
H: 3.256 0.375 10.697
H: 3.480 1.008 8.320
H: 1.658 0.492 6.729
H: -0.379 -0.662 7.513
C: 2.337 -0.944 -8.304
C: 1.288 -1.853 -8.311
C: 1.339 -2.978 -7.501
C: 2.437 -3.191 -6.678
C: 3.484 -2.280 -6.668
C: 3.436 -1.159 -7.483
H: 2.298 -0.068 -8.938
H: 0.429 -1.685 -8.948
H: 0.523 -3.689 -7.510
H: 2.475 -4.068 -6.044
H: 4.338 -2.445 -6.024
H: 4.254 -0.451 -7.478

=====

[3]
Density functional theory data (wB97M-V/def2-TZVPD) for a cluster of 6 separate species, C50H53N2O17P in total.

Electronic energy   -99779.9580 eV
SMILES   CCCCCC[C@@](C#N)([C@@](C#N)(CC(=O)OC(C)=O)OC[C@@H](C)C(C)C)P(=O)(O)O.O=C1C=CC(=O)C=C1.O=C1C=CC(=O)C=C1.O=C1C=CC(=O)C=C1.O=C1C=CC(=O)C=C1.O=C1C=CC(=O)C=C1
HOMO-LUMO gap   8.218 eV
Charge   0

Element x y z (Å)
C: -1.400 -5.346 3.928
C: -1.121 -4.092 4.828
C: -0.356 -3.036 3.957
C: -0.396 -1.610 4.631
C: -1.315 -0.598 3.839
C: -0.775 0.852 3.875
C: 0.299 1.272 2.841
C: 1.656 0.844 3.388
N: 2.599 0.379 3.809
C: 0.235 0.745 1.353
C: 1.520 1.347 0.716
N: 2.432 1.841 0.258
C: 0.482 -0.833 1.208
C: 1.827 -1.190 0.517
O: 1.901 -1.381 -0.647
O: 2.983 -1.351 1.295
C: 3.165 -2.684 1.690
C: 2.840 -3.868 0.759
O: 3.613 -2.878 2.765
O: -0.755 1.250 0.516
C: -2.116 1.045 0.850
C: -2.750 -0.329 0.419
C: -4.222 -0.248 0.991
C: -2.891 -0.486 -1.130
C: -1.563 -0.340 -1.938
C: -3.399 -1.962 -1.376
P: 0.383 3.169 2.883
O: -0.045 3.528 4.247
O: 1.912 3.700 2.706
O: -0.678 3.858 1.849
H: -2.291 -5.912 4.255
H: -1.581 -5.056 2.874
H: -0.523 -6.019 3.917
H: -0.525 -4.386 5.709
H: -2.097 -3.672 5.136
H: -0.854 -3.028 2.968
H: 0.695 -3.374 3.866
H: 0.615 -1.195 4.794
H: -0.847 -1.769 5.628
H: -2.284 -0.597 4.380
H: -1.522 -1.016 2.840
H: -0.376 1.038 4.890
H: -1.639 1.540 3.797
H: -0.272 -1.308 0.567
H: 0.551 -1.327 2.196
H: 1.745 -3.863 0.590
H: 3.134 -4.814 1.237
H: 3.384 -3.768 -0.198
H: -2.693 1.788 0.259
H: -2.423 1.227 1.895
H: -2.304 -1.201 0.928
H: -4.746 0.611 0.531
H: -4.121 0.012 2.068
H: -4.763 -1.198 0.901
H: -3.705 0.173 -1.482
H: -1.547 0.683 -2.373
H: -1.572 -1.015 -2.818
H: -0.643 -0.497 -1.358
H: -2.665 -2.623 -0.868
H: -3.410 -2.227 -2.447
H: -4.414 -2.134 -0.979
H: 1.984 4.435 2.077
H: -0.204 4.168 1.057
C: 0.746 -3.487 -2.710
C: 1.817 -3.076 -3.382
C: 2.141 -3.629 -4.718
O: 3.120 -3.257 -5.333
C: 1.228 -4.652 -5.274
C: 0.158 -5.064 -4.600
C: -0.167 -4.513 -3.266
O: -1.146 -4.883 -2.649
H: 0.493 -3.094 -1.734
H: 2.494 -2.327 -2.989
H: 1.481 -5.042 -6.251
H: -0.520 -5.812 -4.991
C: -0.349 -0.955 -8.373
C: -0.039 0.236 -8.882
C: 1.124 1.007 -8.384
O: 1.405 2.092 -8.846
C: 1.930 0.400 -7.299
C: 1.621 -0.791 -6.790
C: 0.457 -1.561 -7.289
O: 0.169 -2.655 -6.825
H: -1.196 -1.531 -8.722
H: -0.617 0.694 -9.675
H: 2.776 0.976 -6.948
H: 2.199 -1.245 -5.998
C: 0.520 4.107 7.167
C: 1.139 5.276 7.314
C: 0.939 6.106 8.524
O: 1.501 7.176 8.660
C: 0.025 5.583 9.569
C: -0.594 4.415 9.423
C: -0.394 3.586 8.210
O: -0.958 2.518 8.078
H: 0.653 3.490 6.289
H: 1.812 5.671 6.561
H: -0.107 6.203 10.447
H: -1.266 4.018 10.174
C: 1.949 8.589 5.508
C: 1.215 9.672 5.264
C: 1.474 10.526 4.081
O: 0.807 11.515 3.858
C: 2.581 10.126 3.178
C: 3.314 9.042 3.422
C: 3.054 8.189 4.606
O: 3.720 7.199 4.827
H: 1.775 7.956 6.369
H: 0.404 9.979 5.912
H: 2.754 10.761 2.319
H: 4.126 8.735 2.774
C: -1.786 -6.027 -11.265
C: -2.453 -4.999 -10.745
C: -1.880 -4.187 -9.646
O: -2.496 -3.251 -9.175
C: -0.533 -4.560 -9.145
C: 0.131 -5.591 -9.667
C: -0.442 -6.403 -10.767
O: 0.165 -7.339 -11.242
H: -2.189 -6.632 -12.067
H: -3.436 -4.710 -11.097
H: -0.118 -3.959 -8.335
H: 1.113 -5.882 -9.317

=====

[4]
Density functional theory data (wB97M-V/def2-TZVPD) for a cluster of 5 separate species, C50H57N6O12PS in total.

Electronic energy   -106396.2529 eV
SMILES   CC(=O)N(C(C)=O)c1c([PH2]=S)c(CC[C@@H](C)CCC=C(C)C)c(CC(C)C)c2c1C(=O)NC2=O.O=[N+]([O-])c1ccccc1.O=[N+]([O-])c1ccccc1.O=[N+]([O-])c1ccccc1.O=[N+]([O-])c1ccccc1
HOMO-LUMO gap   6.067 eV
Charge   0

Element x y z (Å)
C: 1.789 -2.421 4.799
C: 1.700 -3.898 4.486
O: 1.175 -4.642 5.264
N: 2.339 -4.372 3.311
C: 1.935 -5.695 2.863
C: 3.024 -6.515 2.215
O: 0.826 -6.129 2.948
C: 2.470 -3.446 2.208
C: 1.402 -2.862 1.507
P: -0.347 -3.204 1.948
S: -1.237 -1.826 3.007
C: 1.618 -1.981 0.427
C: 0.478 -1.327 -0.317
C: 0.300 -1.800 -1.772
C: -0.379 -0.703 -2.598
C: -0.357 -1.026 -4.091
C: -1.836 -0.466 -2.121
C: -1.973 0.689 -1.101
C: -3.300 1.415 -1.230
C: -3.762 2.281 -0.276
C: -3.041 3.566 0.090
C: -5.061 2.034 0.467
C: 2.938 -1.644 0.029
C: 3.223 -0.668 -1.089
C: 3.697 0.764 -0.650
C: 3.767 0.986 0.862
C: 5.008 1.162 -1.365
C: 3.972 -2.250 0.734
C: 3.756 -3.130 1.786
C: 5.079 -3.609 2.326
O: 5.326 -4.172 3.337
N: 6.043 -3.238 1.326
C: 5.471 -2.116 0.610
O: 6.129 -1.273 0.099
H: 2.759 -2.208 5.250
H: 1.041 -2.222 5.558
H: 1.569 -1.773 3.959
H: 2.649 -6.898 1.270
H: 3.334 -7.308 2.887
H: 3.872 -5.884 1.967
H: -0.989 -3.303 0.702
H: -0.462 -4.472 2.527
H: 0.697 -0.258 -0.336
H: -0.479 -1.417 0.181
H: -0.341 -2.684 -1.830
H: 1.241 -2.088 -2.238
H: 0.173 0.231 -2.454
H: -0.987 -0.293 -4.598
H: -0.786 -2.000 -4.326
H: 0.632 -0.902 -4.531
H: -2.140 -1.383 -1.612
H: -2.492 -0.274 -2.966
H: -1.971 0.262 -0.101
H: -1.128 1.382 -1.200
H: -3.951 1.244 -2.087
H: -2.856 4.117 -0.826
H: -3.665 4.167 0.748
H: -2.100 3.375 0.615
H: -4.978 2.565 1.415
H: -5.224 0.974 0.609
H: -5.906 2.480 -0.080
H: 4.018 -1.108 -1.693
H: 2.379 -0.531 -1.750
H: 2.947 1.459 -1.023
H: 4.468 0.333 1.374
H: 4.121 2.005 1.020
H: 2.764 0.930 1.284
H: 5.577 0.305 -1.703
H: 4.734 1.725 -2.259
H: 5.596 1.842 -0.753
H: 6.143 -3.977 0.633
C: -10.297 3.684 4.598
C: -9.721 2.437 4.811
C: -8.418 2.202 4.406
C: -7.708 3.220 3.797
C: -8.267 4.464 3.572
C: -9.573 4.693 3.977
N: -6.319 2.972 3.389
O: -5.863 1.864 3.581
O: -5.700 3.892 2.884
H: -11.314 3.868 4.920
H: -10.285 1.654 5.293
H: -7.963 1.235 4.568
H: -7.700 5.247 3.091
H: -10.024 5.662 3.810
C: -8.672 -3.431 6.830
C: -8.811 -2.400 5.910
C: -9.574 -1.288 6.225
C: -10.185 -1.224 7.465
C: -10.063 -2.244 8.390
C: -9.300 -3.354 8.065
N: -10.976 -0.035 7.817
O: -11.083 0.845 6.981
O: -11.473 0.007 8.921
H: -8.071 -4.296 6.583
H: -8.322 -2.461 4.948
H: -9.683 -0.486 5.511
H: -10.550 -2.180 9.351
H: -9.193 -4.159 8.779
C: 4.534 3.406 -7.512
C: 3.692 4.494 -7.322
C: 3.026 4.656 -6.118
C: 3.220 3.722 -5.116
C: 4.050 2.629 -5.290
C: 4.708 2.473 -6.498
N: 2.535 3.902 -3.828
O: 1.799 4.857 -3.707
O: 2.751 3.082 -2.955
H: 5.058 3.284 -8.451
H: 3.557 5.219 -8.113
H: 2.371 5.501 -5.966
H: 4.186 1.906 -4.499
H: 5.362 1.625 -6.649
C: 10.330 -0.612 -6.371
C: 10.431 0.649 -5.799
C: 9.769 1.725 -6.369
C: 9.011 1.516 -7.506
C: 8.904 0.269 -8.094
C: 9.571 -0.801 -7.519
N: 8.288 2.651 -8.101
O: 8.413 3.737 -7.577
O: 7.600 2.432 -9.080
H: 10.844 -1.451 -5.921
H: 11.023 0.795 -4.907
H: 9.845 2.707 -5.928
H: 8.310 0.126 -8.984
H: 9.496 -1.783 -7.964

=====

What LUMO energy values result from the calculations? In sequence: -0.03; -0.74; -1.79; -0.80 eV.